Run i
Entry from OMol25: C4H4O4 in the gas phase (ωB97M-V/def2-TZVPD).

XYZ file:
```
12
C4H4O4, DFT ωB97M-V/def2-TZVPD
O -2.5971 0.2715 -0.0376
C -1.2556 0.0908 -0.0346
C -0.4165 -0.9882 -0.0683
C 0.9289 -0.4217 0.0049
O 2.1251 -1.0706 -0.0399
C 0.7293 0.9088 0.0059
O 1.6481 1.8624 -0.0531
O -0.5547 1.2557 -0.0509
H -3.1144 -0.5589 0.0943
H -0.7378 -2.0121 0.0722
H 2.0113 -2.0359 -0.0288
H 1.2334 2.6981 0.1360
```

Its HOMO-LUMO gap is 7.8 eV. As for the spin multiplicity: 1. Its SMILES is Oc1cc(O)c(O)o1. Its charge is 0.

The natural (NBO) scheme yields these atomic charges, measured in e: -0.671, 0.563, -0.447, 0.149, -0.666, 0.459, -0.653, -0.427, 0.501, 0.221, 0.484, 0.487

Run ii
Entry from OMol25: C4H4O4 in the gas phase (ωB97M-V/def2-TZVPD).

XYZ file:
```
12
C4H4O4, DFT ωB97M-V/def2-TZVPD
C -1.2117 1.3032 0.6324
C -0.1858 0.2459 0.3839
O 0.8647 -0.0732 1.2486
C 1.6671 -1.0130 0.6894
O 2.6242 -1.7475 1.0883
O 1.2299 -1.0442 -0.6920
C 0.0073 -0.5106 -0.8045
O -0.7192 -0.6437 -1.8810
H -1.4090 1.7361 -0.6058
H -0.6727 2.0290 1.4111
H -1.9477 0.7346 1.1280
H -0.2471 -1.0167 -2.5984
```

Its HOMO-LUMO gap is 8.5 eV. As for the spin multiplicity: 1. Its SMILES is Cc1oc(=O)oc1O. Its charge is 0.

The natural (NBO) scheme yields these atomic charges, measured in e: -0.650, 0.095, -0.450, 0.966, -0.568, -0.500, 0.527, -0.643, 0.248, 0.243, 0.229, 0.505

Energy relative to the most stable one, in hartree: run i 0.0000; run ii 0.0380

Run i
Entry from OMol25: C4H2F4 in the gas phase (ωB97M-V/def2-TZVPD).

XYZ file:
```
10
C4H2F4, DFT ωB97M-V/def2-TZVPD
C -0.3878 -0.9429 0.0685
C 0.5718 -1.4284 -0.6571
C -0.9640 0.2770 0.4928
C 0.1309 1.3713 0.3865
F 1.7338 -0.7526 -1.0299
F 0.6142 -2.6971 -1.0094
F 0.4433 1.8533 -0.7937
F 1.1287 1.4425 1.2001
H -1.9318 0.4525 -0.2364
H -1.3389 0.4245 1.5787
```

Its HOMO-LUMO gap (spin up / spin down) is 7.4 / 9.8 eV. As for the spin multiplicity: 1. Its charge is 0.

The natural (NBO) scheme yields these atomic charges, measured in e: -0.119, 0.640, -0.597, 0.771, -0.337, -0.294, -0.301, -0.286, 0.268, 0.256

Run ii
Entry from OMol25: C4H2F4 in the gas phase (ωB97M-V/def2-TZVPD).

XYZ file:
```
10
C4H2F4, DFT ωB97M-V/def2-TZVPD
C 1.7602 0.0910 -0.0732
C 0.4295 -0.0519 0.0361
C -0.8797 0.6878 0.0877
F -1.1790 1.3710 -1.0021
F -1.3495 1.3400 1.1773
C -0.8857 -0.8491 0.0489
F -1.4011 -1.4374 1.1622
F -1.2882 -1.5379 -1.0383
H 2.5243 -0.6737 -0.2135
H 2.2693 1.0602 -0.1851
```

Its HOMO-LUMO gap is 11.1 eV. As for the spin multiplicity: 1. Its SMILES is C=C1C(F)(F)C1(F)F. Its charge is 0.

The natural (NBO) scheme yields these atomic charges, measured in e: -0.274, -0.173, 0.602, -0.301, -0.303, 0.624, -0.306, -0.301, 0.216, 0.215

Energy relative to the most stable one, in hartree: run i 0.0853; run ii 0.0000

Run i
Entry from OMol25: 2 unconnected molecules or ions with the total composition CH5BrN (ωB97M-V/def2-TZVPD).

XYZ file:
```
8
CH5BrN, DFT ωB97M-V/def2-TZVPD
C -1.0589 0.1399 -0.7983
N 1.0398 -0.2153 0.5967
Br -2.0712 0.3911 0.5517
H -0.8019 1.0201 -1.5448
H -0.8726 -0.9437 -1.0932
H 1.6044 0.5992 0.2277
H 0.5925 0.1174 1.4529
H 1.5679 -1.1088 0.6073
```

Its HOMO-LUMO gap (spin up / spin down) is 8.6 / 8.6 eV. As for the spin multiplicity: 1. Its charge is +1.

The natural (NBO) scheme yields these atomic charges, measured in e: -0.248, -0.998, 0.468, 0.286, 0.271, 0.406, 0.391, 0.425

Run ii
Entry from OMol25: a gas-phase ion, CH5BrN (charge +1) (ωB97M-V/def2-TZVPD).

XYZ file:
```
8
CH5BrN, DFT ωB97M-V/def2-TZVPD
N 0.5380 -0.1307 -0.1378
C -0.7964 -0.4757 0.5208
Br -1.0002 -2.3523 -0.0388
H 1.2844 -0.0679 0.6299
H 0.8847 -0.5791 -0.9711
H 0.4293 0.8819 -0.4001
H -0.6193 -0.4152 1.5914
H -1.6032 0.2257 0.2053
```

Its HOMO-LUMO gap is 11.1 eV. As for the spin multiplicity: 1. Its SMILES is [NH3+]CBr. Its charge is +1.

The natural (NBO) scheme yields these atomic charges, measured in e: -0.713, -0.286, 0.111, 0.464, 0.467, 0.448, 0.248, 0.262

Energy relative to the most stable one, in hartree: run i 0.0778; run ii 0.0000

Run i
Entry from OMol25: a gas-phase ion, C2H6N2P (charge +1) (ωB97M-V/def2-TZVPD).

XYZ file:
```
11
C2H6N2P, DFT ωB97M-V/def2-TZVPD
C -0.1718 1.4372 1.0589
P -1.5600 0.4501 1.2214
N -1.2115 -0.8916 0.3723
C -0.2905 -1.1480 -0.5767
N 0.8879 -0.2272 -0.5730
H 0.8488 1.4241 1.3842
H -0.5062 2.3622 0.6285
H 0.1017 -2.1363 -0.3242
H -0.7873 -1.1699 -1.5843
H 1.7238 -0.2938 -0.0994
H 0.9651 0.1932 -1.5077
```

Its HOMO-LUMO gap (spin up / spin down) is 7.7 / 7.7 eV. As for the spin multiplicity: 1. Its SMILES is C=P#[N+]CN. Its charge is +1.

The natural (NBO) scheme yields these atomic charges, measured in e: -0.434, 1.111, -0.684, -0.122, -0.716, 0.257, 0.233, 0.283, 0.250, 0.407, 0.413

Run ii
Entry from OMol25: a gas-phase ion, C2H6N2P (charge +1) (ωB97M-V/def2-TZVPD).

XYZ file:
```
11
C2H6N2P, DFT ωB97M-V/def2-TZVPD
C 0.8148 1.1566 0.3197
C -0.8986 -0.2810 -0.4744
N 1.5758 -0.8645 -0.4484
N -0.3668 0.9481 -0.0705
P 0.3305 -1.7168 -0.2657
H 1.2862 1.9471 0.8140
H -1.6182 -0.2953 0.3872
H -1.3938 -0.3243 -1.3601
H 2.5807 -0.9638 -0.2575
H -1.1416 1.6941 0.0052
H -0.0894 -2.2534 0.9831
```

Its HOMO-LUMO gap (spin up / spin down) is 7.9 / 7.7 eV. As for the spin multiplicity: 1. Its charge is +1.

The natural (NBO) scheme yields these atomic charges, measured in e: 0.309, -0.502, -1.013, -0.492, 1.109, 0.221, 0.250, 0.257, 0.448, 0.457, -0.044

Energy relative to the most stable one, in hartree: run i 0.0000; run ii 0.0324

Run i
Entry from OMol25: 2 unconnected molecules or ions with the total composition C2H5N (ωB97M-V/def2-TZVPD).

XYZ file:
```
8
C2H5N, DFT ωB97M-V/def2-TZVPD
C -1.0430 1.2981 1.2351
C -1.5933 0.8994 0.2417
H -0.5280 1.6396 2.1164
H -2.0761 0.5274 -0.6385
N 1.3297 -0.9059 -0.9829
H 1.4398 -1.9016 -1.1867
H 2.0325 -0.7168 -0.2894
H 0.4384 -0.8402 -0.4956
```

Its HOMO-LUMO gap is 11.3 eV. As for the spin multiplicity: 1. Its SMILES is C#C.N. Its charge is 0.

The natural (NBO) scheme yields these atomic charges, measured in e: -0.238, -0.243, 0.240, 0.241, -1.060, 0.350, 0.352, 0.358

Run ii
Entry from OMol25: 2 unconnected molecules or ions with the total composition C2H5N (ωB97M-V/def2-TZVPD).

XYZ file:
```
8
C2H5N, DFT ωB97M-V/def2-TZVPD
C -1.5176 0.6884 0.0174
C -1.8454 -0.4490 -0.0233
H -1.2400 1.7202 -0.0408
H -2.0550 -1.4707 0.0710
N 1.8387 0.1192 -0.0015
H 1.6242 -0.1580 0.9499
H 1.0021 0.2883 -0.5164
H 2.1930 -0.7384 -0.4563
```

Its HOMO-LUMO gap is 11.1 eV. As for the spin multiplicity: 1. Its SMILES is C#C.N. Its charge is 0.

The natural (NBO) scheme yields these atomic charges, measured in e: -0.243, -0.229, 0.240, 0.231, -1.066, 0.358, 0.359, 0.350

Energy relative to the most stable one, in hartree: run i 0.0000; run ii 0.0022

Run i
Entry from OMol25: a molecular structure, C2H6Cl2OSi (ωB97M-V/def2-TZVPD).

XYZ file:
```
12
C2H6Cl2OSi, DFT ωB97M-V/def2-TZVPD
C 0.7467 0.4926 -0.8370
C -2.8220 0.3657 0.1581
O -1.3725 0.0678 1.2512
Si 0.0477 -0.4958 0.6561
Cl -2.7383 -0.7074 -1.0959
Cl -2.6146 1.9893 -0.1635
H -0.2748 0.7020 -1.3782
H 1.2732 1.4355 -0.5933
H 1.4411 -0.2189 -1.5265
H -3.6271 0.2549 0.8440
H 0.5833 -0.5612 1.9437
H -0.4354 -1.9189 0.1618
```

Its HOMO-LUMO gap is 10.6 eV. As for the spin multiplicity: 1. Its charge is 0.

The natural (NBO) scheme yields these atomic charges, measured in e: -1.137, -0.059, -0.975, 1.425, 0.117, 0.087, 0.242, 0.246, 0.251, 0.227, -0.194, -0.228

Run ii
Entry from OMol25: 2 unconnected molecules or ions with the total composition C2H6Cl2OSi (ωB97M-V/def2-TZVPD).

XYZ file:
```
12
C2H6Cl2OSi, DFT ωB97M-V/def2-TZVPD
C 1.4759 1.9317 0.3989
C -1.6151 -0.8104 -0.7535
O 0.3112 1.3491 0.1550
Si -0.1807 -1.5807 0.1191
Cl -2.7665 -2.1395 -1.0752
Cl -0.5359 -2.1565 1.9580
H 1.6888 2.1338 1.4527
H 1.7780 2.9447 -0.1908
H 2.2740 1.2613 0.0527
H -1.2597 -0.4160 -1.6694
H -2.0479 -0.0037 -0.0238
H 0.8777 -2.5139 -0.4236
```

Its HOMO-LUMO gap is 6.3 eV. As for the spin multiplicity: 1. Its charge is 0.

The natural (NBO) scheme yields these atomic charges, measured in e: -0.216, -0.895, -0.777, 1.426, -0.033, -0.313, 0.123, 0.122, 0.132, 0.265, 0.307, -0.140

Energy relative to the most stable one, in hartree: run i 0.0000; run ii 0.0479